*A*
Here is a 2-piece molecular cluster, C2H8 overall from OMol25. Energies are from ωB97M-V with the def2-TZVPD basis set.

Output
Lowest unoccupied orbital energy, eV: 1.1
Structure (SMILES): C.C
Gap between HOMO and LUMO, hartree: 0.5046
HOMO energy, eV: -12.5888

```
! wB97M-V def2-TZVPD RIJCOSX def2/J DEFGRID3
* xyz 0 1
C -1.402 -16.841 -0.310
H -1.587 -16.851 -1.394
H -1.576 -15.828 0.083
H -0.362 -17.137 -0.112
H -2.085 -17.548 0.185
C 0.242 -14.634 1.860
H 0.077 -14.662 2.947
H 1.311 -14.780 1.647
H -0.081 -13.659 1.465
H -0.340 -15.434 1.380
*
```

Atomic partial charges in e from the Löwdin method, atoms 1 to 6:
1. C -0.06
2. H 0.02
3. H 0.00
4. H 0.02
5. H 0.03
6. C -0.05

***

*B*
Here is a 2-piece molecular cluster, C2H8 overall from OMol25. Energies are from ωB97M-V with the def2-TZVPD basis set.

Output
Lowest unoccupied orbital energy, eV: 1.1
Structure (SMILES): C.C
Gap between HOMO and LUMO, hartree: 0.5251
HOMO energy, eV: -13.1901

```
! wB97M-V def2-TZVPD RIJCOSX def2/J DEFGRID3
* xyz 0 1
C -1.717 -1.150 0.166
H -2.529 -1.394 0.867
H -1.044 -2.014 0.068
H -1.152 -0.286 0.547
H -2.144 -0.903 -0.817
C 1.717 1.149 -0.166
H 0.920 1.151 -0.924
H 2.071 0.120 -0.007
H 1.325 1.552 0.779
H 2.553 1.775 -0.512
*
```

Atomic partial charges in e from the Löwdin method, atoms 1 to 6:
1. C -0.06
2. H 0.02
3. H 0.02
4. H 0.01
5. H 0.02
6. C -0.07

***

Result of the stability comparison: *A* is the least stable of them.

***

*A*
Here is CH4CsO as an isolated structure from OMol25. Energies are from ωB97M-V with the def2-TZVPD basis set.

Output
Lowest unoccupied orbital energy, eV: -3.7
Gap between HOMO and LUMO, hartree: 0.4053
HOMO energy, eV: -14.7498

```
! wB97M-V def2-TZVPD RIJCOSX def2/J DEFGRID3
* xyz 1 1
Cs 0.289 -2.719 1.715
C -0.248 0.736 -0.118
O 0.396 -0.546 -0.301
H 0.482 1.534 0.024
H -0.917 0.892 -0.962
H -0.815 0.664 0.811
H 0.813 -0.561 -1.169
*
```

Atomic partial charges in e from the Löwdin method, atoms 1 to 6:
1. Cs 1.07
2. C -0.11
3. O -0.31
4. H 0.09
5. H 0.09
6. H 0.08

***

*B*
Here is CH4CsO as an isolated structure from OMol25. Energies are from ωB97M-V with the def2-TZVPD basis set.

Output
Lowest unoccupied orbital energy, eV: -4.1
Gap between HOMO and LUMO, hartree: 0.3875
HOMO energy, eV: -14.6574

```
! wB97M-V def2-TZVPD RIJCOSX def2/J DEFGRID3
* xyz 1 1
Cs 3.255 3.392 17.889
C 4.456 1.461 20.076
O 4.132 2.339 21.129
H 4.008 1.792 19.139
H 5.535 1.320 20.014
H 4.034 0.474 20.263
H 3.253 2.638 20.885
*
```

Atomic partial charges in e from the Löwdin method, atoms 1 to 6:
1. Cs 1.25
2. C -0.24
3. O -0.09
4. H -0.18
5. H 0.11
6. H 0.10

***

Result of the stability comparison: *B* is the least stable of them.

***

*A*
Here is a 4-piece molecular cluster, C5H16O3 overall from OMol25. Energies are from ωB97M-V with the def2-TZVPD basis set.

Output
Lowest unoccupied orbital energy, eV: 0.5
Structure (SMILES): C=C(C)CC.O.O.O
Gap between HOMO and LUMO, hartree: 0.3738
HOMO energy, eV: -9.6839

```
! wB97M-V def2-TZVPD RIJCOSX def2/J DEFGRID3
* xyz 0 1
C 1.554 -0.544 0.304
C 0.422 0.148 0.323
C 0.152 1.493 -0.343
C -0.790 -0.456 1.001
C -2.124 -0.277 0.262
H 2.514 -0.189 -0.049
H 1.521 -1.593 0.547
H 1.099 2.031 -0.442
H -0.405 1.491 -1.257
H -0.484 2.006 0.419
H -0.991 0.064 1.958
H -0.447 -1.467 1.274
H -2.454 0.754 0.364
H -1.971 -0.232 -0.818
H -2.985 -0.777 0.632
O 0.319 0.918 4.376
H 0.989 0.783 3.700
H -0.464 1.150 3.862
O 0.479 -1.957 -2.294
H 0.430 -2.885 -2.501
H -0.019 -1.551 -1.586
O 0.994 0.421 -3.510
H 1.269 -0.456 -3.213
H 1.393 1.125 -3.010
*
```

Atomic partial charges in e from the Löwdin method, atoms 1 to 6:
1. C 0.03
2. C -0.39
3. C -0.06
4. C -0.23
5. C -0.09
6. H 0.07

***

*B*
Here is a 3-piece molecular cluster, C5H16O3 overall from OMol25. Energies are from ωB97M-V with the def2-TZVPD basis set.

Output
Lowest unoccupied orbital energy, eV: 0.7
Structure (SMILES): CC(C)CCO.O.O
Gap between HOMO and LUMO, hartree: 0.3939
HOMO energy, eV: -10.0445

```
! wB97M-V def2-TZVPD RIJCOSX def2/J DEFGRID3
* xyz 0 1
C -2.822 2.006 -0.185
C -2.018 0.882 -0.953
C -2.996 -0.161 -1.472
C -1.090 0.163 0.077
C 0.359 0.310 -0.389
O 1.309 -0.328 0.501
H -3.911 1.952 -0.043
H -2.519 2.075 0.897
H -2.534 2.976 -0.586
H -1.484 1.328 -1.792
H -3.671 -0.563 -0.719
H -2.317 -1.060 -1.710
H -3.501 0.050 -2.448
H -1.169 0.605 1.080
H -1.229 -0.880 0.275
H 0.541 -0.304 -1.264
H 0.759 1.332 -0.428
H 0.981 -1.188 0.781
O 2.391 -1.864 3.667
H 2.864 -1.137 3.256
H 2.726 -1.974 4.558
O 6.751 -1.459 -0.784
H 6.046 -0.809 -0.730
H 6.536 -1.951 -1.588
*
```

Atomic partial charges in e from the Löwdin method, atoms 1 to 6:
1. C -0.07
2. C -0.39
3. C -0.11
4. C -0.18
5. C -0.24
6. O -0.11

***

Result of the stability comparison: *A* is the least stable of them.

***

*A*
Here is one molecule with the formula C4H6BrNO from OMol25. Energies are from ωB97M-V with the def2-TZVPD basis set.

Output
Lowest unoccupied orbital energy (alpha / beta), eV: 0.8 / -2.9
Gap between HOMO and LUMO (alpha / beta), hartree: 0.2125 / 0.2582
HOMO energy (alpha / beta), eV: -4.9829 / -9.9259

```
! wB97M-V def2-TZVPD RIJCOSX def2/J DEFGRID3
* xyz 0 3
C -1.970 0.433 -0.438
C 0.442 -0.751 1.069
C 1.513 0.276 0.538
C 0.450 -0.214 -0.347
N -0.691 0.699 -0.816
O -2.341 -0.316 0.417
Br 1.152 -1.379 -1.792
H -2.531 1.050 -1.101
H 0.744 -1.791 1.307
H -0.196 -0.255 1.797
H 1.265 1.252 0.952
H 2.603 -0.013 0.255
H -0.438 1.010 -1.842
*
```

Atomic partial charges in e from the Löwdin method, atoms 1 to 6:
1. C -0.45
2. C -0.11
3. C -0.15
4. C -0.82
5. N 0.00
6. O 0.18

***

*B*
Here is one molecule with the formula C4H6BrNO from OMol25. Energies are from ωB97M-V with the def2-TZVPD basis set.

Output
Lowest unoccupied orbital energy (alpha / beta), eV: 0.8 / -4.0
Gap between HOMO and LUMO (alpha / beta), hartree: 0.1901 / 0.2177
HOMO energy (alpha / beta), eV: -4.4100 / -9.8963

```
! wB97M-V def2-TZVPD RIJCOSX def2/J DEFGRID3
* xyz 0 3
C -0.501 -1.413 0.504
C -0.787 -0.552 -0.713
C -0.208 0.647 0.131
C 1.149 1.117 -0.420
N 0.022 -0.362 1.161
O -0.637 -2.537 0.846
Br -2.642 -0.575 -1.101
H -0.297 -0.900 -1.524
H -0.997 1.353 0.424
H 1.721 0.151 -0.257
H 1.539 1.816 0.354
H 1.054 1.673 -1.423
H 0.583 -0.417 2.018
*
```

Atomic partial charges in e from the Löwdin method, atoms 1 to 6:
1. C -0.58
2. C -0.62
3. C -0.34
4. C -0.05
5. N 0.07
6. O 0.15

***

Result of the stability comparison: *A* is the least stable of them.